ORCA calculation (the ωB97M-V functional and the def2-TZVPD basis) on C51H56AsBrN7O2S3Zr as an isolated structure in a non-equilibrium geometry.

For the energy above the lowest of the compared OMol25 structures with the same formula, charge and spin, the calculation gives 14.4 kcal per mole. The value obtained for the HOMO energy is -14.420 eV. The charge is +3. The value obtained for the largest force on an atom is 2.50 eV/Å. The calculation puts the total energy at -8561.518650 a.u. The value obtained for the orbital gap is 0.21950 Eh.

Each line ends with the Mulliken charge.
Geometry (Å):
Zr 15.94 12.46 18.66  0.986
Br 8.98 14.54 16.91  -0.106
As 17.97 14.16 17.46  0.764
S 15.27 12.88 15.82  -0.011
S 16.19 9.52 19.99  0.151
S 13.89 10.74 17.77  -0.258
O 16.91 10.66 17.26  -0.387
O 14.79 14.19 18.42  -0.353
N 14.12 12.48 20.22  1.024
N 18.10 11.75 19.41  0.643
N 15.41 7.52 21.58  0.310
N 15.52 10.78 14.13  0.340
N 13.88 7.96 20.12  0.339
N 16.53 13.33 20.92  0.108
N 13.56 9.36 15.51  0.535
C 10.44 9.39 15.39  -0.302
C 15.71 10.98 9.43  -0.696
C 16.31 11.03 10.68  -0.231
C 15.05 11.27 15.30  0.225
C 9.71 6.93 14.29  -0.639
C 14.55 12.10 21.49  -0.373
C 16.43 12.22 23.09  1.158
C 11.29 8.29 15.52  0.338
C 12.88 12.76 19.90  -0.286
C 21.32 11.20 20.79  -0.292
C 13.87 9.03 14.12  -0.704
C 20.42 10.68 19.84  -0.139
C 16.64 16.81 17.48  -1.092
C 13.47 6.87 20.86  -0.550
C 13.86 12.25 10.31  -0.770
C 23.03 9.64 20.06  -0.471
C 19.14 11.30 19.69  -0.039
C 17.35 15.82 16.58  -0.735
C 22.63 10.72 20.87  -0.718
C 14.48 11.63 9.22  -0.473
C 15.69 11.36 23.96  -0.959
C 11.18 13.69 18.40  -1.095
C 19.89 12.22 16.13  -0.959
C 15.11 8.36 20.55  -0.579
C 14.40 6.58 21.77  -0.332
C 16.65 7.59 22.34  -0.817
C 12.51 13.69 18.86  0.395
C 17.63 13.96 21.35  -0.586
C 15.29 9.37 13.80  -0.944
C 19.72 14.78 18.29  -0.377
C 12.68 8.40 16.17  -0.523
C 16.31 11.57 13.16  -0.639
C 11.74 15.15 16.59  -0.789
C 18.29 13.66 22.54  -0.896
C 10.78 14.45 17.33  -0.286
C 13.08 15.06 16.94  -0.227
C 13.51 14.37 18.10  0.527
C 20.81 9.58 19.06  -0.212
C 15.85 12.58 21.84  0.619
C 14.46 12.28 11.57  -0.203
C 14.19 10.39 16.12  -0.357
C 19.76 16.21 18.86  -1.444
C 15.70 11.66 11.77  0.021
C 22.12 9.09 19.15  -0.778
C 9.25 9.26 14.69  -0.620
C 13.88 11.25 22.36  -0.388
C 18.85 13.29 15.86  0.106
C 10.90 7.05 15.02  -0.456
C 14.45 10.88 23.60  -1.084
C 17.69 12.75 23.41  -0.932
C 8.87 8.03 14.13  -0.519
H 20.73 16.47 19.29  0.403
H 15.80 16.34 18.01  0.041
H 11.49 6.16 15.17  0.397
H 12.59 8.68 17.22  -0.052
H 17.28 10.57 10.83  0.396
H 18.19 12.51 24.33  0.512
H 19.97 11.48 15.33  0.379
H 18.00 14.75 20.69  0.437
H 19.91 14.01 19.04  0.162
H 16.80 6.65 22.86  0.353
H 17.88 10.53 17.34  0.070
H 16.45 9.85 17.66  0.087
H 20.12 9.12 18.36  0.507
H 22.41 8.27 18.49  0.417
H 17.28 11.02 13.06  0.308
H 13.88 10.24 24.25  0.475
H 10.44 13.09 18.91  0.522
H 16.70 15.41 15.80  0.539
H 14.48 5.82 22.55  0.490
H 19.59 16.91 18.04  0.397
H 16.50 12.55 13.62  0.409
H 19.20 14.16 22.83  0.600
H 8.61 10.13 14.54  0.409
H 16.17 10.41 8.62  0.418
H 24.04 9.27 20.15  0.458
H 15.50 9.23 12.73  0.516
H 16.13 11.12 24.92  0.522
H 13.16 9.57 13.45  0.282
H 21.01 12.03 21.41  0.540
H 17.95 12.92 15.36  -0.639
H 18.25 16.25 16.10  0.564
H 19.70 11.72 17.07  -0.074
H 14.03 11.68 8.25  0.425
H 15.96 8.73 14.38  0.275
H 7.92 7.95 13.60  0.417
H 11.42 15.76 15.76  0.524
H 12.54 6.39 20.59  0.476
H 18.98 16.39 19.60  0.293
H 9.48 5.98 13.81  0.391
H 17.32 17.18 18.25  0.277
H 20.43 14.66 17.47  0.599
H 23.28 11.16 21.61  0.450
H 20.89 12.65 16.22  0.364
H 13.40 8.48 19.37  0.101
H 13.80 15.56 16.30  0.503
H 16.26 17.67 16.94  0.429
H 10.72 10.34 15.84  0.549
H 13.17 7.42 16.10  0.480
H 17.50 7.75 21.68  0.326
H 12.07 12.26 20.44  0.356
H 13.70 7.96 14.01  0.621
H 13.97 12.77 12.40  0.519
H 16.63 8.42 23.07  0.247
H 12.92 10.84 22.07  0.408
H 19.26 14.11 15.25  0.713
H 12.92 12.76 10.19  0.446